Entry 1:
An isolated molecule of C9H20BNO4 at a distorted geometry. Source: the Open Molecules 2025 dataset; level of theory: ωB97M-V with the def2-TZVPD basis set.

Net charge = 0
Maximum force = 0.051 hartree/bohr
Highest occupied orbital energy = -9.7339 eV
DFT total energy = -735.61552 Ha
E_LUMO = 0.44 eV
SMILES string = CC(C)[C@](N)(CCCCB(O)O)C(=O)O
Spin multiplicity = 1
Kohn-Sham gap = 0.37383 Ha

```
35
C9H20BNO4 (ωB97M-V with the def2-TZVPD basis set)
C -1.08 -1.16 2.45
C -0.60 -1.51 1.02
C -0.43 -3.00 0.89
C 0.69 -0.73 0.67
N 0.68 0.67 1.15
C 0.99 -0.75 -0.87
C 0.62 0.50 -1.61
C -0.90 0.61 -1.72
C -1.33 1.93 -2.32
B -0.97 3.25 -1.43
O -0.81 3.11 -0.07
O -0.98 4.43 -2.20
C 1.90 -1.34 1.36
O 1.80 -1.96 2.38
O 3.05 -1.00 0.74
H -1.44 -0.12 2.52
H -0.23 -1.26 3.13
H -1.88 -1.80 2.85
H -1.43 -1.20 0.30
H -0.07 -3.37 -0.08
H 0.32 -3.34 1.63
H -1.38 -3.50 1.07
H 1.59 1.04 0.95
H 0.61 0.71 2.16
H 0.42 -1.59 -1.27
H 2.05 -0.91 -1.09
H 1.01 0.57 -2.62
H 1.09 1.36 -1.13
H -1.26 -0.26 -2.33
H -1.43 0.48 -0.80
H -0.82 2.13 -3.27
H -2.41 2.04 -2.42
H -0.44 2.30 0.35
H -0.71 5.12 -1.56
H 3.80 -1.44 1.18
```

Charges computed using Löwdin, reported in e: C -0.060; C -0.340; C -0.069; C -0.380; N 0.111; C -0.122; C -0.207; C -0.238; C -0.105; B -0.603; O 0.128; O 0.123; C -0.475; O 0.116; O 0.098; H 0.080; H 0.067; H 0.085; H 0.145; H 0.082; H 0.086; H 0.083; H 0.096; H 0.095; H 0.114; H 0.116; H 0.126; H 0.108; H 0.132; H 0.085; H 0.105; H 0.109; H 0.070; H 0.103; H 0.138


Entry 2:
A structure of composition C9H20Br3O3P2Tb at a distorted geometry. Source: the Open Molecules 2025 dataset; level of theory: ωB97M-V with the def2-TZVPD basis set.

Net charge = +2
Maximum force = 0.188 hartree/bohr
Highest occupied orbital energy (spin up / spin down) = -13.4160 / -13.3492 eV
DFT total energy = -9808.76309 Ha
E_LUMO (spin up / spin down) = -9.86 / -8.46 eV
Spin multiplicity = 7
Kohn-Sham gap (spin up / spin down) = 0.13073 / 0.17972 Ha

```
38
C9H20Br3O3P2Tb (ωB97M-V with the def2-TZVPD basis set)
C -0.79 -0.08 4.44
C -0.82 -1.21 3.22
O -0.49 -0.54 1.95
P -0.77 -1.57 0.57
O -1.60 -2.89 0.97
C 0.86 -2.17 -0.25
C 1.82 -0.96 -0.79
P 1.51 -0.49 -2.64
Br 1.05 -0.08 -4.88
C 2.29 1.23 -2.46
Br 4.08 1.51 -3.42
C 1.80 2.40 -1.69
C 2.58 3.88 -1.61
Br 0.11 2.26 -0.64
O -1.76 -0.70 -0.56
C -2.91 -0.08 0.12
C -4.04 0.21 -1.07
H -0.57 -0.67 5.45
H 0.09 0.69 4.31
H -1.84 0.42 4.56
H -1.92 -1.66 3.25
H -0.04 -2.05 3.51
H 0.62 -3.00 -1.05
H 1.47 -2.73 0.61
H 1.86 -0.02 -0.08
H 2.94 -1.39 -0.76
H 0.17 -0.05 -2.39
H 0.99 -1.82 -2.84
H 2.83 -1.01 -2.98
H 2.22 4.37 -0.61
H 2.19 4.55 -2.50
H 3.74 3.78 -1.58
H -2.52 0.95 0.57
H -3.32 -0.75 0.99
H -3.50 0.70 -2.01
H -4.53 -0.81 -1.37
H -4.90 0.94 -0.70
Tb 1.12 -1.15 4.36
```

Charges computed using Löwdin, reported in e: C -0.162; C -0.371; O -0.288; P 0.786; O -0.342; C -0.260; C -0.412; P 0.188; Br 0.292; C -0.805; Br 0.621; C -0.662; C -0.146; Br 0.657; O -0.310; C -0.284; C -0.067; H 0.087; H 0.095; H 0.184; H 0.198; H -0.011; H 0.129; H 0.106; H 0.055; H 0.106; H 0.015; H 0.014; H 0.049; H 0.071; H 0.109; H 0.071; H 0.109; H 0.120; H 0.107; H 0.100; H 0.100; Tb 1.753


Entry 3:
A cluster of 2 separate species, C9H20BrNO6S in total at a distorted geometry. Source: the Open Molecules 2025 dataset; level of theory: ωB97M-V with the def2-TZVPD basis set.

Net charge = 0
Maximum force = 0.061 hartree/bohr
Highest occupied orbital energy = -9.8272 eV
DFT total energy = -3833.29020 Ha
E_LUMO = 0.74 eV
SMILES string = CNCOC(=O)OC[C@H](C)Br.CCOS(C)(=O)=O
Spin multiplicity = 1
Kohn-Sham gap = 0.38817 Ha

```
38
C9H20BrNO6S (ωB97M-V with the def2-TZVPD basis set)
C 2.15 -7.10 -1.63
N 2.11 -5.77 -2.23
C 0.87 -5.08 -1.97
O 1.10 -3.99 -1.06
C 0.86 -2.80 -1.53
O 0.93 -2.47 -2.64
O 0.52 -1.94 -0.53
C 1.68 -1.23 -0.10
C 1.58 0.24 -0.49
C 2.75 0.71 -1.31
Br 1.52 1.37 1.13
H 3.14 -7.51 -1.69
H 1.83 -7.05 -0.60
H 1.45 -7.77 -2.13
H 2.25 -5.84 -3.23
H 0.37 -4.75 -2.87
H 0.19 -5.75 -1.47
H 2.58 -1.64 -0.52
H 1.79 -1.30 0.97
H 0.66 0.44 -1.00
H 2.87 0.12 -2.21
H 3.66 0.68 -0.74
H 2.56 1.74 -1.59
C -2.50 2.34 2.72
C -1.55 3.49 2.44
O -2.10 4.44 1.50
S -3.21 5.45 2.03
C -3.19 6.53 0.64
O -2.70 6.13 3.17
O -4.47 4.78 2.08
H -3.39 2.68 3.26
H -2.00 1.59 3.34
H -2.83 1.88 1.79
H -1.26 4.00 3.36
H -0.64 3.11 1.98
H -2.22 7.01 0.58
H -3.97 7.27 0.79
H -3.39 5.95 -0.26
```

Charges computed using Löwdin, reported in e: C -0.111; N -0.073; C -0.191; O 0.090; C -0.657; O 0.184; O 0.028; C -0.215; C -0.673; C -0.156; Br 0.713; H 0.071; H 0.076; H 0.076; H 0.107; H 0.131; H 0.124; H 0.133; H 0.097; H 0.092; H 0.085; H 0.074; H 0.068; C -0.072; C -0.259; O -0.264; S 0.564; C -0.124; O -0.274; O -0.274; H 0.071; H 0.081; H 0.085; H 0.117; H 0.051; H 0.074; H 0.076; H 0.074


Entry 4:
The ion C9H20FNP with charge +1 at a distorted geometry. Source: the Open Molecules 2025 dataset; level of theory: ωB97M-V with the def2-TZVPD basis set.

Net charge = +1
Maximum force = 0.106 hartree/bohr
Highest occupied orbital energy = -13.1745 eV
ΔE to the lowest compared entry with this formula, charge and spin = 31.6 kJ/mol
DFT total energy = -850.56761 Ha
E_LUMO = -2.78 eV
SMILES string = C[C@H]1CC[C@H]([NH2+]C[C@@](C)(F)P)C1
Spin multiplicity = 1
Kohn-Sham gap = 0.38192 Ha

```
32
C9H20FNP (ωB97M-V with the def2-TZVPD basis set)
C -2.63 -1.55 -2.36
C -1.45 -0.90 -1.58
C -0.33 -0.31 -2.40
C 0.07 1.08 -1.80
C -0.56 1.04 -0.37
N 0.30 0.14 0.45
C 1.46 0.65 1.10
C 1.89 -0.39 2.38
C 0.75 -0.54 3.35
F 2.12 -1.62 1.69
P 3.50 0.15 3.33
C -1.82 0.21 -0.59
H -3.07 -0.90 -3.05
H -3.24 -1.90 -1.64
H -2.04 -2.37 -2.88
H -0.93 -1.70 -0.92
H -0.74 -0.08 -3.43
H 0.54 -1.02 -2.62
H 1.13 1.20 -1.79
H -0.37 1.79 -2.38
H -0.78 2.03 -0.13
H -0.21 -0.27 1.28
H 0.68 -0.65 -0.18
H 1.31 1.61 1.49
H 2.32 0.65 0.47
H 0.77 0.36 4.01
H -0.23 -0.51 2.80
H 1.02 -1.42 4.02
H 3.31 -0.72 4.44
H 4.50 -0.76 2.86
H -2.59 0.75 -1.21
H -2.29 -0.16 0.32
```

Charges computed using Löwdin, reported in e: C -0.018; C -0.403; C -0.156; C -0.086; C -0.220; N 0.044; C -0.100; C -0.666; C -0.086; F -0.083; P 0.888; C -0.119; H 0.070; H 0.041; H 0.121; H 0.150; H 0.132; H 0.142; H 0.108; H 0.093; H 0.141; H 0.153; H 0.205; H 0.116; H 0.123; H 0.103; H 0.079; H 0.122; H -0.089; H -0.087; H 0.154; H 0.129


Entry 5:
A cluster of 2 separate species, C9H20IN in total at a distorted geometry. Source: the Open Molecules 2025 dataset; level of theory: ωB97M-V with the def2-TZVPD basis set.

Net charge = 0
Maximum force = 0.028 hartree/bohr
Highest occupied orbital energy = -6.4774 eV
ΔE to the lowest compared entry with this formula, charge and spin = 47.1 kJ/mol
DFT total energy = -707.32890 Ha
E_LUMO = -0.05 eV
Spin multiplicity = 1
Kohn-Sham gap = 0.23616 Ha

```
31
C9H20IN (ωB97M-V with the def2-TZVPD basis set)
I -1.06 -2.03 -3.97
C 3.51 -0.98 0.51
C 2.49 -1.71 -0.38
C 1.25 -0.88 -0.69
C 0.49 -0.44 0.55
N -0.89 0.09 0.20
C -1.54 0.73 1.44
C -1.71 2.19 1.19
C -1.82 2.29 -0.34
C -0.83 1.23 -0.82
C -1.75 -1.05 -0.28
H 3.33 -0.97 1.59
H 3.74 0.04 0.20
H 4.43 -1.56 0.37
H 2.20 -2.64 0.10
H 3.03 -1.95 -1.30
H 0.63 -1.43 -1.41
H 1.52 0.03 -1.22
H 1.00 0.42 0.99
H 0.28 -1.16 1.34
H -2.49 0.26 1.68
H -0.93 0.40 2.28
H -2.69 2.54 1.52
H -0.97 2.87 1.59
H -2.78 1.89 -0.67
H -1.73 3.31 -0.70
H -1.12 0.85 -1.80
H 0.20 1.57 -0.81
H -2.77 -0.72 -0.47
H -1.63 -1.78 0.51
H -1.38 -1.44 -1.23
```

Charges computed using Löwdin, reported in e: I -0.581; C -0.115; C -0.233; C -0.202; C -0.127; N -0.253; C -0.104; C -0.158; C -0.139; C -0.083; C -0.012; H 0.066; H 0.074; H 0.070; H 0.114; H 0.114; H 0.036; H 0.115; H 0.135; H 0.135; H 0.132; H 0.126; H 0.119; H 0.120; H 0.121; H 0.125; H 0.115; H 0.126; H 0.113; H 0.111; H -0.059


Entry 6:
A cluster of 2 separate species, C9H20N3O in total at a distorted geometry. Source: the Open Molecules 2025 dataset; level of theory: ωB97M-V with the def2-TZVPD basis set.

Net charge = +1
Maximum force = 0.095 hartree/bohr
Highest occupied orbital energy = -11.7386 eV
ΔE to the lowest compared entry with this formula, charge and spin = 392.0 kJ/mol
DFT total energy = -594.04696 Ha
E_LUMO = -2.93 eV
Spin multiplicity = 1
Kohn-Sham gap = 0.32369 Ha

```
33
C9H20N3O (ωB97M-V with the def2-TZVPD basis set)
C -0.06 2.07 -0.12
C 0.89 0.02 1.98
C 2.31 -0.27 1.46
C 1.50 -0.24 -0.80
C 0.09 -0.17 -0.21
C -2.48 -0.58 -0.53
C -0.98 -0.05 -2.49
C -0.51 -1.95 1.54
C -1.02 -0.67 -1.12
N -0.06 -0.60 1.14
N -1.27 2.62 0.01
N 2.46 0.47 0.18
O 1.03 2.61 -0.01
H 0.87 -0.19 3.03
H 0.58 1.04 2.05
H 3.08 0.10 2.00
H 2.42 -1.26 1.35
H 2.05 -1.27 -0.84
H 1.40 0.26 -1.79
H -3.14 0.20 -1.01
H -2.47 -0.31 0.43
H -2.96 -1.46 -0.55
H -1.96 0.12 -3.05
H -0.35 -0.61 -3.26
H -0.57 0.92 -2.69
H 0.25 -2.60 1.25
H -0.34 -1.85 2.55
H -1.52 -2.33 1.23
H -0.79 -1.83 -1.35
H -2.21 2.25 -0.18
H -1.49 3.59 0.23
H 1.98 1.51 -0.03
H 3.27 0.47 -0.38
```

Charges computed using Löwdin, reported in e: C -0.296; C -0.149; C -0.055; C -0.067; C -0.205; C -0.043; C -0.115; C 0.006; C -0.334; N -0.162; N 0.183; N 0.035; O 0.034; H 0.135; H 0.112; H 0.103; H 0.098; H 0.174; H 0.136; H 0.106; H 0.020; H 0.040; H 0.113; H 0.102; H 0.056; H 0.069; H 0.064; H 0.121; H 0.188; H 0.117; H 0.128; H 0.134; H 0.150


Entry 7:
A cluster of 2 separate species, C9H20N5O in total at a distorted geometry. Source: the Open Molecules 2025 dataset; level of theory: ωB97M-V with the def2-TZVPD basis set.

Net charge = +1
Maximum force = 0.037 hartree/bohr
Highest occupied orbital energy = -11.1868 eV
ΔE to the lowest compared entry with this formula, charge and spin = 0.0 kJ/mol
DFT total energy = -703.69714 Ha
E_LUMO = -3.00 eV
Spin multiplicity = 1
Kohn-Sham gap = 0.30078 Ha

```
35
C9H20N5O (ωB97M-V with the def2-TZVPD basis set)
N 2.58 -0.27 1.26
C 2.81 1.11 0.79
C 1.50 1.76 0.18
C 0.64 2.39 1.31
C -0.80 2.85 0.88
N -1.38 1.85 -0.03
C -2.09 0.82 0.38
N -2.64 -0.16 -0.42
C -3.28 -0.92 0.46
N -3.15 -0.52 1.73
N -2.38 0.60 1.67
H 1.90 -0.69 0.63
H 2.26 -0.28 2.22
H 3.26 1.76 1.56
H 3.49 1.01 -0.08
H 1.00 0.95 -0.39
H 1.84 2.51 -0.56
H 1.17 3.32 1.62
H 0.54 1.71 2.18
H -0.80 3.84 0.40
H -1.43 2.96 1.78
H -1.19 1.91 -1.03
H -3.88 -1.82 0.26
H -3.52 -0.90 2.59
H -2.13 1.09 2.51
C -0.40 -1.84 -2.34
C 0.79 -2.46 -1.66
O 1.23 -2.03 -0.61
C 1.41 -3.66 -2.32
H -0.75 -0.99 -1.76
H -0.11 -1.48 -3.33
H -1.21 -2.56 -2.42
H 1.78 -3.39 -3.31
H 0.68 -4.47 -2.40
H 2.25 -4.01 -1.72
```

Charges computed using Löwdin, reported in e: N -0.002; C -0.266; C -0.204; C -0.179; C -0.144; N 0.094; C -0.329; N 0.176; C -0.083; N 0.094; N 0.142; H 0.011; H 0.056; H 0.114; H 0.109; H 0.087; H 0.117; H 0.123; H 0.107; H 0.135; H 0.115; H 0.170; H 0.156; H 0.190; H 0.182; C -0.020; C -0.476; O 0.043; C -0.011; H 0.037; H 0.093; H 0.090; H 0.093; H 0.091; H 0.089